1:
Entry from the OMol25 dataset: a gas-phase ion, C6H10N (charge +1) (ωB97M-V with the def2-TZVPD basis set).

Each line ends with the natural charge from an NBO analysis.
Positions of all 17 atoms, in Å:
C 0.99934 -0.31169 1.13990  -0.048
C -0.62015 1.39913 -0.60923  -0.736
H 2.04975 -0.57077 -0.78982  0.250
C 1.55573 -1.01555 0.05279  -0.411
C 0.07063 -1.01658 0.21080  -0.324
H -0.12839 0.41041 2.70654  0.220
H -0.80101 1.97615 -1.50948  0.252
H -1.49560 1.67086 0.02258  0.291
C 0.89045 0.31631 2.25204  -0.311
H -2.00734 0.33382 -2.43723  0.438
H -0.55374 -1.98479 0.38687  0.268
C -0.77767 -0.04302 -0.76994  0.544
H -1.76296 -1.33639 -1.96665  0.428
H 0.33866 1.68939 -0.14937  0.279
H 1.74279 0.77584 2.99755  0.252
N -1.59460 -0.34984 -1.82978  -0.667
H 2.09413 -1.94329 0.29241  0.272

Summary:
gap between HOMO and LUMO = 0.3511 Eh
total charge = +1
HOMO level = -14.25 eV
SMILES = C=C1C[C@@H]1C(C)=[NH2+]

2:
Entry from the OMol25 dataset: 2 unconnected molecules or ions with the total composition C6H10N (ωB97M-V with the def2-TZVPD basis set).

Each line ends with the natural charge from an NBO analysis.
Positions of all 17 atoms, in Å:
C -0.11601 -0.25965 -0.87409  0.069
C 0.58018 -0.08072 1.49311  -0.447
H -0.26202 0.63479 -2.03036  0.275
H 1.59467 -1.40681 -1.46823  0.250
C -0.23925 1.90352 0.49023  -0.347
H 1.72823 0.14070 1.47402  0.266
C -2.51590 -0.99198 -0.11131  0.372
C -1.41073 -0.39664 -0.12339  -0.361
H 0.16554 -1.79383 -2.41476  0.274
N -0.15710 0.41739 0.35105  -0.177
H 0.14741 -2.37732 -0.70812  0.244
C 0.48407 -1.56286 -1.43057  -0.631
H 0.63633 2.17735 0.02012  0.231
H 0.24718 0.34077 2.56268  0.275
H 0.48971 -1.15386 1.35129  0.238
H -0.34802 2.16170 1.45692  0.234
H -1.02431 2.24746 -0.03859  0.235

Summary:
gap between HOMO and LUMO = 0.3434 Eh
total charge = +1
HOMO level = -15.34 eV

3:
Entry from the OMol25 dataset: a molecular structure, C6H10N (ωB97M-V with the def2-TZVPD basis set).

Each line ends with the natural charge from an NBO analysis.
Positions of all 17 atoms, in Å:
H -1.66126 -1.70551 -0.97943  0.284
H 2.66651 -0.10158 -0.44312  0.249
H 1.70485 -0.78815 -1.60956  0.242
H 0.67516 0.33024 1.80637  0.249
H -0.25699 1.69075 1.38578  0.254
H -1.38166 -1.93416 0.69570  0.251
N 0.68814 0.52694 -0.25658  -0.353
C -1.53680 -1.20821 -0.02688  -0.564
H 1.38882 -1.45581 0.10775  0.244
C -2.06790 0.90857 -0.30838  -0.585
C 0.09740 0.73015 1.01595  -0.228
C 1.69317 -0.62207 -0.51998  -0.408
C -0.81627 0.14602 -0.00424  0.098
C -2.62728 -0.24966 0.41708  0.276
H 0.86279 1.24575 -0.97318  0.446
H -2.27478 1.75800 0.32700  0.256
H -2.27982 1.10394 -1.32407  0.289

Summary:
gap between HOMO and LUMO (alpha / beta) = 0.2970 / 0.2970 Eh
total charge = +1
HOMO level (alpha / beta) = -12.84 / -12.83 eV

Tell me which of them is the least stable. Sure, it is 2.

1:
Entry from the OMol25 dataset: 2 unconnected molecules or ions with the total composition C7H14Si (ωB97M-V with the def2-TZVPD basis set).

Each line ends with the natural charge from an NBO analysis.
Positions of all 22 atoms, in Å:
H -1.36835 -0.05891 3.41071  0.231
H 0.03878 1.02779 3.71755  0.228
C 0.65517 -0.97695 3.08470  -0.408
C 1.40764 1.11133 -2.07219  -1.040
H 1.18768 2.12643 -1.96951  0.226
H 1.49892 0.87767 -3.12337  0.236
H 0.45298 -1.98774 3.27970  0.222
H 2.31008 -1.26633 0.07696  -0.061
H -1.48747 2.35392 -1.58641  0.233
Si -0.07367 0.18419 -1.19012  1.540
C 0.10199 -0.12692 1.90501  -0.084
H -0.64643 -2.16500 -1.13814  0.238
H 2.32307 0.93209 -1.61632  0.236
C -0.35249 0.13270 3.23390  -0.435
H -2.44358 0.90736 -1.63629  0.228
H 0.11485 -1.98717 -2.63327  0.246
H -1.83827 1.33298 -0.14549  0.231
C -1.60954 1.37122 -1.17510  -1.073
H 1.71472 -0.71568 3.22778  0.220
C -0.56044 -1.48077 -1.87483  -1.114
C 0.09668 -0.10036 0.63326  -0.338
H -1.52232 -1.49186 -2.40855  0.239

Summary:
gap between HOMO and LUMO (alpha / beta) = 0.2477 / 0.3616 Eh
HOMO level (alpha / beta) = -7.16 / -9.60 eV

2:
Entry from the OMol25 dataset: 2 unconnected molecules or ions with the total composition C7H14Si (ωB97M-V with the def2-TZVPD basis set).

Each line ends with the natural charge from an NBO analysis.
Positions of all 22 atoms, in Å:
H 3.52581 -0.98231 0.38552  0.203
H 0.44559 -1.64777 1.67523  0.248
H 2.81632 0.65023 1.22665  0.212
C -0.63675 -0.77574 -1.45687  -1.126
H -3.47178 -0.62865 0.89455  0.230
H -0.97560 -1.40956 2.40633  0.226
C -0.28929 2.72297 -0.14986  -0.222
C -0.36458 1.56320 0.17667  -0.450
C 3.22662 0.53620 -0.80328  -0.357
C -0.61836 -1.58031 1.49368  -1.081
C -2.94095 0.23723 0.42440  -1.104
H -1.52423 -1.20764 -2.03151  0.236
H -2.78319 1.05779 1.14002  0.233
H 3.69721 0.01169 -1.66219  0.180
H -3.65917 0.46703 -0.42047  0.258
C 3.14937 0.00070 0.38410  -0.419
H 0.12053 -1.65315 -1.61384  0.240
H -1.17943 -2.57827 1.24648  0.256
H -0.20806 3.73004 -0.46682  0.232
H 3.05148 1.51901 -1.08126  0.185
Si -1.06844 -0.17432 0.31146  1.575
H -0.31311 0.14164 -2.07899  0.245

Summary:
gap between HOMO and LUMO = 0.3983 Eh
HOMO level = -9.91 eV
SMILES = C#C[Si](C)(C)C.C=C

Tell me which of them is the least stable. Sure, it is 1.

1:
Entry from the OMol25 dataset: C3H3ClO in the gas phase (ωB97M-V with the def2-TZVPD basis set).

Each line ends with the natural charge from an NBO analysis.
Positions of all 8 atoms, in Å:
H -1.84840 1.07144 0.31243  0.236
H -0.32008 1.80231 0.17720  0.215
H 1.69943 0.41999 -0.06019  0.094
C -0.25684 -0.31623 -0.25043  -0.149
O 1.95759 -1.47825 0.04230  -0.472
C -0.87032 0.81302 -0.03910  -0.241
Cl -1.42400 -1.67516 -0.03767  -0.055
C 1.06262 -0.63712 -0.14454  0.371

Summary:
gap between HOMO and LUMO = 0.3280 Eh
HOMO level = -9.92 eV
SMILES = C=C(Cl)C=O

2:
Entry from the OMol25 dataset: C3H3ClO in the gas phase (ωB97M-V with the def2-TZVPD basis set).

Each line ends with the natural charge from an NBO analysis.
Positions of all 8 atoms, in Å:
H 0.33493 0.56089 -2.69889  0.253
H 0.00677 0.39070 2.10374  0.256
C 0.22077 -0.29406 1.13772  -0.431
C 0.01883 0.30748 -1.63816  0.019
C -0.09629 0.29772 -0.39052  0.243
O -1.05963 1.11344 -1.09381  -0.553
Cl -0.67983 -1.80120 1.32568  -0.021
H 1.25444 -0.57497 1.25424  0.234

Summary:
gap between HOMO and LUMO = 0.3321 Eh
HOMO level = -8.19 eV
SMILES = ClCC1=CO1

3:
Entry from the OMol25 dataset: C3H3ClO in the gas phase (ωB97M-V with the def2-TZVPD basis set).

Each line ends with the natural charge from an NBO analysis.
Positions of all 8 atoms, in Å:
H 0.70371 0.23186 -1.37859  0.254
C 0.41688 -1.44408 -0.04527  0.569
Cl 2.66487 0.35186 0.06289  0.026
C 1.07190 -0.21852 -0.36569  -0.356
O 0.50241 -2.63788 0.04763  -0.459
H -0.25334 -0.05268 1.45474  0.238
H -1.23938 0.12231 0.03415  0.245
C -0.28673 -0.23459 0.40971  -0.516

Summary:
gap between HOMO and LUMO = 0.3683 Eh
HOMO level = -9.83 eV
SMILES = O=C1C[C@H]1Cl

Tell me which of them is the least stable. Sure, it is 2.

1:
Entry from the OMol25 dataset: 2 unconnected molecules or ions with the total composition C6H10NO (ωB97M-V with the def2-TZVPD basis set).

Each line ends with the natural charge from an NBO analysis.
Positions of all 18 atoms, in Å:
H -1.37629 -0.60034 2.82842  0.269
H -0.00571 -0.13427 0.10863  0.285
N 0.37891 0.99775 -1.22602  -0.460
C -0.33158 -1.86822 1.44255  -0.491
H -2.38665 -0.51398 1.14796  0.291
H 0.89302 2.47860 0.10385  0.218
H -0.06873 1.75743 -3.05664  0.165
H 2.14092 1.53332 -0.45146  0.213
C -0.33233 -2.59908 0.28625  0.938
C -0.11634 -0.31865 1.13820  -0.300
H 0.65618 0.07372 1.74264  0.243
C -1.37571 -0.79975 1.70613  -0.368
C 1.24658 2.04769 -0.78709  -0.447
H 0.14681 -2.24602 2.33275  0.335
C -0.09813 0.87402 -2.36342  -0.015
H 1.62208 2.67394 -1.69600  0.205
O -0.31308 -3.30793 -0.60793  -0.255
H -0.67995 -0.04822 -2.64883  0.176

Summary:
gap between HOMO and LUMO = 0.2873 Eh
total charge = +1
HOMO level = -12.87 eV

2:
Entry from the OMol25 dataset: a gas-phase ion, C6H10NO (charge +1) (ωB97M-V with the def2-TZVPD basis set).

Each line ends with the natural charge from an NBO analysis.
Positions of all 18 atoms, in Å:
H 0.59631 -2.22761 -0.46791  0.484
H 0.27384 1.26144 1.87219  0.294
C 1.25599 -0.82834 1.11506  0.292
H 0.84423 2.21125 -0.65410  0.270
H 1.71906 -1.61654 1.84911  0.272
H 2.28272 0.79893 -0.83375  0.253
H 0.18354 -0.19848 -1.96948  0.255
C 1.21911 0.82934 1.30819  -0.489
H -1.51137 0.57050 0.79557  0.249
C 0.16029 0.00037 -0.79524  -0.069
H -1.70289 1.34816 -0.93559  0.259
C -1.38142 0.36126 -0.36928  -0.532
O -2.37793 -2.02264 -0.03263  -0.523
C 1.27052 1.16085 -0.32869  -0.406
C -2.46820 -0.86031 -0.69931  0.394
N 0.67793 -1.24244 -0.08581  -0.472
H -3.32556 -0.66642 -1.47310  0.190
H 2.28383 1.12068 1.70477  0.279

Summary:
gap between HOMO and LUMO = 0.3131 Eh
total charge = +1
HOMO level = -13.80 eV
SMILES = O=CC[C@H]1CCC=[NH+]1

Tell me which of them is the least stable. Sure, it is 2.

1:
Entry from the OMol25 dataset: 2 unconnected molecules or ions with the total composition C9H14 (ωB97M-V with the def2-TZVPD basis set).

Each line ends with the natural charge from an NBO analysis.
Positions of all 23 atoms, in Å:
H 1.79631 -0.63167 2.28402  0.188
H 3.03024 2.36038 -2.52268  0.193
H -2.97443 1.10557 2.29950  0.165
C -2.23083 0.55347 1.60631  -0.182
C -0.73786 -0.89526 -0.06700  -0.189
H 1.97922 -1.09339 0.57633  0.176
C -0.90820 0.34094 1.91179  -0.366
C -2.04171 -0.54816 -0.52155  -0.367
H 1.49853 0.10583 -3.00453  0.212
H -3.79304 0.60598 0.10550  0.171
C -2.79698 0.28053 0.30235  -0.421
C 1.25716 -1.11103 1.49451  -0.605
H 2.99328 -0.76180 -2.35172  0.206
C 2.65498 0.19495 -2.81692  -0.647
H 3.01319 0.28375 -3.86976  0.187
H -0.58806 1.02008 2.64314  0.178
H 2.15483 1.55916 -1.19656  0.231
H -2.37704 -1.05916 -1.34853  0.176
C -0.12719 -0.49944 1.11016  -0.211
H -0.18164 -1.56078 -0.83603  0.162
C 2.96507 1.49132 -1.89650  -0.614
H 3.94891 1.35284 -1.34900  0.191
H 1.29307 -2.13075 1.83149  0.166

Summary:
gap between HOMO and LUMO (alpha / beta) = 0.0951 / 0.2598 Eh
total charge = -1
HOMO level (alpha / beta) = 1.09 / -3.51 eV
2S+1 = 2
<S²> = 0.761

2:
Entry from the OMol25 dataset: 2 unconnected molecules or ions with the total composition C9H14 (ωB97M-V with the def2-TZVPD basis set).

Each line ends with the natural charge from an NBO analysis.
Positions of all 23 atoms, in Å:
C -3.31401 -0.22083 3.96970  -0.631
C -0.35458 0.11159 -0.11257  -0.206
C 1.99366 -0.18666 -1.67545  -0.052
H -2.33885 -0.54466 3.66201  0.213
H 0.92405 0.25591 1.56798  0.163
H -1.13645 0.07646 0.45004  0.154
C 2.11539 -0.10833 -0.32765  -0.377
H -3.82422 -1.17077 4.08659  0.203
C -3.62103 0.55722 2.61011  -0.609
C 3.22863 -0.10731 -2.46142  -0.616
H -4.52053 1.10852 2.80877  0.186
H 3.99696 0.44866 -1.88512  0.192
C -0.45372 -0.09084 -1.58488  -0.412
C 0.89616 0.06521 0.49566  -0.338
H -2.84049 1.34070 2.74572  0.202
H -3.48685 0.06307 1.64166  0.226
C 0.71634 -0.14056 -2.34321  -0.387
H 3.05283 0.58123 -3.36098  0.193
H -3.12762 0.51023 4.69378  0.205
H 0.58547 -0.40960 -3.42786  0.171
H -1.33048 -0.42070 -1.91729  0.159
H 3.76038 -1.03136 -2.78992  0.188
H 3.04487 -0.08470 0.30287  0.172

Summary:
gap between HOMO and LUMO (alpha / beta) = 0.0861 / 0.2432 Eh
total charge = -1
HOMO level (alpha / beta) = 1.01 / -3.29 eV
2S+1 = 2
<S²> = 0.762

Tell me which of them is the least stable. Sure, it is 2.

1:
Entry from the OMol25 dataset: 2 unconnected molecules or ions with the total composition CH2N2O3Si (ωB97M-V with the def2-TZVPD basis set).

Each line ends with the natural charge from an NBO analysis.
Positions of all 9 atoms, in Å:
H 0.46469 2.72309 1.76182  0.551
N 0.05162 -2.88430 -1.59943  -0.251
O 0.05521 0.15351 -0.24346  -1.207
H 0.44583 2.19068 -1.73966  -0.224
C -0.22730 -2.43503 -0.56622  0.325
O 0.50589 2.76604 0.73730  -1.131
Si 0.25082 1.64443 -0.43144  2.037
N -0.84664 -1.97250 0.45213  0.106
O -0.70013 -2.18593 1.62896  -0.207

Summary:
gap between HOMO and LUMO (alpha / beta) = 0.2989 / 0.2990 Eh
HOMO level (alpha / beta) = -9.40 / -9.38 eV
SMILES = O=[SiH]O.N#CN=O

2:
Entry from the OMol25 dataset: 2 unconnected molecules or ions with the total composition CH2N2O3Si (ωB97M-V with the def2-TZVPD basis set).

Each line ends with the natural charge from an NBO analysis.
Positions of all 9 atoms, in Å:
C 0.45439 1.47617 0.29071  -0.229
H -0.94299 -0.40215 1.82113  -0.134
N 1.02078 -1.58687 0.10747  0.243
O 0.63581 -2.61308 0.60486  -0.349
Si -0.15619 -0.24998 0.65285  1.428
H -1.57523 1.51195 -1.46766  0.414
N 0.89265 2.51165 0.23607  -0.215
O 1.69135 -1.40096 -0.86795  -0.299
O -2.02057 0.75326 -1.37748  -0.858

Summary:
gap between HOMO and LUMO (alpha / beta) = 0.2536 / 0.2540 Eh
HOMO level (alpha / beta) = -10.17 / -10.18 eV

Tell me which of them is the least stable. Sure, it is 2.